Record 1
245
Properties=species:S:1:pos:R:3 method="wB97M-V/def2-TZVPD" homo_energy_ev=-22.11 orbital_gap_ev=8.6096 relative_energy_kj_mol=6205.01 total_charge=+7
C -1.059 1.075 1.794
C -0.477 0.051 2.776
C -1.525 -0.817 3.342
N -1.059 -1.799 4.495
C -2.318 -2.530 4.922
C -1.907 -3.482 6.076
C -1.353 -2.819 7.338
C -0.193 -1.985 6.848
C -0.468 -1.009 5.647
C -0.027 -2.739 3.780
H -0.315 1.468 1.100
H -1.332 1.921 2.424
H -1.883 0.739 1.164
H 0.217 0.624 3.392
H 0.064 -0.636 2.125
H -1.864 -1.532 2.592
H -2.440 -0.311 3.651
H -3.199 -2.012 5.299
H -2.716 -3.122 4.098
H -2.793 -4.025 6.404
H -1.262 -4.343 5.899
H -2.123 -2.145 7.714
H -1.049 -3.557 8.080
H 0.300 -1.482 7.680
H 0.479 -2.730 6.421
H -1.212 -0.249 5.887
H 0.399 -0.447 5.300
H -0.344 -3.043 2.782
H 0.284 -3.689 4.216
H 0.851 -2.093 3.795
C -5.102 -6.941 -0.255
C -5.329 -5.488 0.052
C -4.269 -4.484 -0.543
N -4.385 -3.013 -0.038
C -4.030 -2.900 1.440
C -2.564 -3.302 1.848
C -1.578 -2.400 1.147
C -1.877 -2.483 -0.265
C -3.344 -2.205 -0.713
C -5.681 -2.389 -0.240
H -6.021 -7.494 -0.061
H -4.294 -7.435 0.286
H -4.894 -7.151 -1.304
H -5.480 -5.407 1.129
H -6.314 -5.172 -0.290
H -4.360 -4.497 -1.629
H -3.284 -4.908 -0.344
H -4.637 -3.633 1.973
H -4.162 -1.920 1.900
H -2.411 -4.361 1.637
H -2.680 -3.208 2.927
H -0.535 -2.679 1.301
H -1.781 -1.402 1.535
H -1.433 -3.392 -0.672
H -1.230 -1.748 -0.745
H -3.262 -2.444 -1.774
H -3.479 -1.150 -0.474
H -5.801 -2.451 -1.322
H -5.586 -1.370 0.136
H -6.477 -2.879 0.319
C 0.649 0.052 -3.998
C 1.919 0.610 -3.447
C 1.843 1.051 -1.876
N 3.209 1.440 -1.227
C 3.781 2.590 -2.115
C 4.928 3.266 -1.418
C 4.506 3.913 -0.056
C 4.008 2.777 0.784
C 2.854 2.008 0.185
C 4.196 0.243 -1.127
H 0.460 -0.836 -3.396
H 0.845 -0.300 -5.011
H -0.133 0.809 -3.944
H 2.110 1.435 -4.133
H 2.744 -0.096 -3.540
H 1.396 0.156 -1.444
H 1.123 1.856 -1.727
H 2.954 3.265 -2.333
H 4.147 2.138 -3.037
H 5.281 4.113 -2.006
H 5.727 2.529 -1.348
H 3.628 4.552 -0.148
H 5.451 4.339 0.283
H 3.682 3.083 1.779
H 4.905 2.212 1.035
H 1.920 2.563 0.100
H 2.720 1.122 0.804
H 5.126 0.668 -0.749
H 4.309 -0.199 -2.117
H 3.839 -0.538 -0.457
C -6.595 5.027 -0.222
C -6.670 3.479 0.038
C -5.355 2.797 0.299
N -5.283 1.251 0.374
C -3.912 0.829 0.907
C -2.858 1.329 -0.108
C -3.035 0.816 -1.564
C -4.422 1.177 -2.051
C -5.513 0.641 -1.037
C -6.395 0.824 1.337
H -7.621 5.394 -0.200
H -6.080 5.440 -1.089
H -6.077 5.425 0.650
H -7.244 2.932 -0.711
H -7.322 3.256 0.883
H -4.851 3.204 1.176
H -4.654 3.188 -0.439
H -3.961 1.207 1.928
H -3.907 -0.237 1.135
H -2.889 2.411 0.020
H -1.901 1.053 0.333
H -2.284 1.179 -2.266
H -3.007 -0.272 -1.500
H -4.533 2.230 -2.309
H -4.619 0.617 -2.965
H -6.554 0.870 -1.265
H -5.370 -0.438 -0.970
H -7.339 0.972 0.813
H -6.251 1.439 2.225
H -6.274 -0.236 1.561
C 1.486 -0.784 1.154
C 1.859 0.081 2.436
C 3.133 -0.466 3.150
N 3.817 0.554 4.166
C 4.303 1.904 3.553
C 5.176 2.662 4.632
C 6.408 1.853 4.970
C 5.956 0.630 5.739
C 4.941 -0.217 4.810
C 2.816 0.848 5.385
H 1.141 -1.786 1.410
H 2.241 -0.911 0.378
H 0.551 -0.363 0.786
H 1.029 -0.019 3.136
H 1.908 1.154 2.248
H 3.960 -0.560 2.446
H 2.943 -1.370 3.728
H 4.704 1.840 2.542
H 3.384 2.470 3.406
H 5.601 3.590 4.251
H 4.701 3.004 5.552
H 7.014 1.590 4.103
H 7.097 2.422 5.594
H 6.770 -0.063 5.952
H 5.471 0.950 6.661
H 5.620 -0.530 4.016
H 4.506 -1.079 5.316
H 1.913 1.338 5.021
H 3.384 1.327 6.183
H 2.601 -0.128 5.820
C 6.764 -5.228 -3.500
C 5.929 -4.162 -2.806
C 4.433 -4.136 -3.213
N 3.648 -2.816 -3.128
C 2.124 -2.956 -3.366
C 1.551 -3.790 -2.207
C 1.696 -3.115 -0.789
C 3.203 -2.798 -0.560
C 3.844 -2.058 -1.773
C 4.164 -1.874 -4.205
H 6.738 -5.267 -4.589
H 6.403 -6.223 -3.238
H 7.808 -5.195 -3.188
H 6.400 -3.202 -3.019
H 6.075 -4.255 -1.730
H 3.887 -4.899 -2.657
H 4.422 -4.466 -4.251
H 1.882 -3.679 -4.144
H 1.652 -1.974 -3.394
H 1.960 -4.800 -2.203
H 0.521 -4.033 -2.470
H 1.282 -3.691 0.038
H 1.152 -2.176 -0.889
H 3.739 -3.747 -0.567
H 3.416 -2.337 0.405
H 4.927 -1.956 -1.708
H 3.362 -1.083 -1.847
H 3.639 -0.944 -3.987
H 3.867 -2.300 -5.164
H 5.242 -1.728 -4.262
C -0.580 -0.043 -9.114
C -0.996 -0.983 -8.025
C -0.880 -0.217 -6.635
N -1.696 -0.852 -5.395
C -1.101 -2.262 -5.268
C -1.648 -2.926 -3.929
C -1.164 -2.191 -2.717
C -1.762 -0.762 -2.857
C -1.454 0.042 -4.183
C -3.186 -1.073 -5.718
H -1.142 0.890 -9.135
H -0.723 -0.409 -10.131
H 0.426 0.363 -9.224
H -0.400 -1.893 -8.095
H -2.005 -1.362 -8.182
H -1.287 0.793 -6.688
H 0.139 -0.090 -6.271
H -0.013 -2.233 -5.220
H -1.313 -2.791 -6.198
H -1.400 -3.967 -3.723
H -2.709 -2.906 -3.681
H -0.102 -1.948 -2.764
H -1.476 -2.769 -1.847
H -1.538 -0.240 -1.927
H -2.839 -0.887 -2.747
H -0.395 0.255 -4.036
H -2.033 0.965 -4.179
H -3.601 -0.098 -5.975
H -3.689 -1.432 -4.820
H -3.225 -1.839 -6.492
C -0.203 8.329 -1.309
C -0.253 7.050 -0.435
C 1.097 6.802 0.322
N 1.166 5.537 1.229
C 0.865 4.217 0.420
C 0.807 2.946 1.271
C -0.068 3.130 2.536
C -0.088 4.435 3.335
C 0.027 5.649 2.374
C 2.623 5.461 1.846
H -1.071 8.489 -1.948
H 0.713 8.235 -1.891
H 0.042 9.127 -0.608
H -0.472 6.164 -1.032
H -0.946 7.175 0.397
H 1.096 7.619 1.044
H 1.979 6.633 -0.296
H -0.150 4.339 0.039
H 1.514 4.218 -0.456
H 0.545 2.061 0.690
H 1.823 2.776 1.627
H -1.106 2.924 2.272
H 0.101 2.280 3.196
H -1.003 4.610 3.901
H 0.705 4.442 4.083
H -0.975 5.712 1.949
H 0.298 6.523 2.965
H 3.325 5.224 1.047
H 2.627 4.583 2.492
H 2.775 6.362 2.440
B -0.177 -0.127 -0.361
F -1.479 0.200 -0.768
F -0.327 -0.955 0.706
F 0.456 -0.847 -1.344
F 0.616 0.887 0.004

---

Record 2
120
Properties=species:S:1:pos:R:3 method="wB97M-V/def2-TZVPD" homo_energy_ev=-9.63 orbital_gap_ev=9.8954 relative_energy_kj_mol=217.36 smiles=CC(C)O.CC(C)O.CC(C)O.CC(C)O.CC(C)O.CC(C)O.CC(C)O.CC(C)O.CC(C)O.CC(C)O
C 0.625 -0.877 -0.685
C -0.070 0.486 -0.406
C -1.185 0.438 0.600
O 0.818 1.455 0.103
H 1.513 -0.803 -1.312
H 0.006 -1.614 -1.197
H 0.970 -1.356 0.232
H -0.450 0.899 -1.340
H -1.685 1.406 0.568
H -0.887 0.272 1.635
H -1.928 -0.273 0.241
H 1.616 1.524 -0.426
C -0.827 4.337 -0.441
C -1.316 4.404 0.986
C -2.794 4.192 1.106
O -0.602 3.427 1.758
H -1.099 3.413 -0.951
H 0.222 4.620 -0.523
H -1.280 5.157 -0.999
H -1.075 5.350 1.472
H -3.170 3.275 0.653
H -3.443 4.935 0.641
H -2.949 4.104 2.181
H -0.299 2.734 1.167
C 0.599 2.796 -5.510
C 1.782 3.356 -4.659
C 1.191 3.897 -3.334
O 2.627 2.329 -4.295
H 0.310 1.796 -5.187
H 0.860 2.713 -6.565
H -0.217 3.509 -5.389
H 2.293 4.136 -5.223
H 0.532 3.143 -2.902
H 0.458 4.673 -3.554
H 1.948 4.250 -2.634
H 2.829 1.716 -5.006
C 5.074 1.767 -0.614
C 4.280 1.177 -1.750
C 4.429 -0.349 -1.708
O 2.909 1.561 -1.758
H 4.719 1.444 0.364
H 4.936 2.849 -0.633
H 6.148 1.583 -0.647
H 4.737 1.553 -2.665
H 3.962 -0.634 -0.765
H 5.473 -0.648 -1.805
H 3.877 -0.809 -2.527
H 2.668 1.890 -2.627
C 2.737 3.931 1.014
C 3.791 4.756 1.795
C 3.426 6.283 1.712
O 3.748 4.346 3.128
H 2.761 4.090 -0.064
H 1.750 4.234 1.364
H 2.869 2.867 1.210
H 4.815 4.550 1.483
H 3.752 6.920 2.535
H 2.345 6.413 1.654
H 3.933 6.756 0.871
H 2.832 4.243 3.395
C 0.197 -5.790 -4.634
C 1.526 -5.197 -4.110
C 1.293 -4.267 -2.837
O 2.482 -6.197 -3.778
H 0.266 -6.352 -5.566
H -0.447 -4.958 -4.921
H -0.353 -6.337 -3.869
H 1.913 -4.583 -4.923
H 0.706 -3.384 -3.089
H 2.276 -3.932 -2.506
H 0.856 -4.759 -1.968
H 2.665 -6.625 -4.618
C -2.364 -5.739 -1.783
C -2.656 -4.227 -1.740
C -1.995 -3.575 -0.517
O -2.192 -3.601 -2.908
H -2.821 -6.215 -2.650
H -2.682 -6.233 -0.865
H -1.302 -5.983 -1.800
H -3.726 -4.018 -1.735
H -0.938 -3.805 -0.379
H -2.537 -3.860 0.384
H -2.128 -2.493 -0.496
H -2.396 -4.126 -3.686
C 2.510 -4.609 4.726
C 2.064 -3.327 4.033
C 0.891 -3.484 3.001
O 1.749 -2.321 4.971
H 1.708 -5.113 5.267
H 3.355 -4.378 5.374
H 2.793 -5.275 3.911
H 2.888 -2.983 3.408
H -0.025 -3.839 3.473
H 1.062 -4.202 2.199
H 0.686 -2.547 2.485
H 2.450 -2.386 5.624
C -5.083 0.348 0.177
C -5.100 1.191 1.480
C -5.858 2.502 1.332
O -5.821 0.420 2.432
H -6.088 0.001 -0.068
H -4.514 -0.577 0.270
H -4.663 0.913 -0.655
H -4.049 1.335 1.731
H -5.834 3.145 2.212
H -6.883 2.345 0.998
H -5.387 3.086 0.542
H -5.489 0.734 3.276
C -1.795 -0.297 4.445
C -3.047 -1.127 4.265
C -2.986 -2.112 3.103
O -3.415 -1.669 5.492
H -1.783 0.118 5.453
H -1.668 0.502 3.715
H -0.887 -0.897 4.380
H -3.922 -0.529 4.011
H -3.767 -2.871 3.154
H -2.056 -2.681 3.136
H -2.957 -1.598 2.143
H -2.620 -2.153 5.725